[1]
Computed, not measured: C2HN2S3 as an isolated structure in a non-equilibrium geometry, with ωB97M-V/def2-TZVPD.

- total charge = -1
- largest force on an atom (eV Å⁻¹) = 6.0
- DFT total energy (eV) = -37574.781
- HOMO-LUMO gap (alpha / beta) (eV) = 7.06 / 6.41
- LUMO (alpha / beta) (hartree) = 0.12980 / 0.11325
- HOMO energy (alpha / beta) (hartree) = -0.130 / -0.122

Last column: natural (NBO) charge in e.
CARTESIAN COORDINATES (ANGSTROEM)
C (-0.6034, -0.3462, -0.1541)  -0.2897
C (-1.5611, 0.6019, 0.0414)  -0.2635
N (-1.0619, -1.5456, 0.0098)  -0.0823
N (-0.7128, -2.6726, 0.0371)  -0.1629
S (-4.5189, -0.0825, -0.4254)  -0.4958
S (-1.5956, 2.1950, 0.2132)  -0.1766
S (-2.9576, -0.5770, 0.5948)  0.2788
H (0.5026, -0.1922, -0.3495)  0.1919

Cartesian forces (eV/Å) of the 6 atoms listed first:
C 3.4 3.1 -1.1
C -1.0 -1.3 1.3
N 0.2 -6.0 0.0
N -0.5 1.6 -0.1
S -0.9 0.1 -0.5
S -0.1 1.5 -0.3

[2]
Computed, not measured: C30H45N7O2SSiTeZn as an isolated structure in a non-equilibrium geometry, with ωB97M-V/def2-TZVPD.

- total charge = 0
- largest force on an atom (eV Å⁻¹) = 1.1
- DFT total energy (eV) = -120792.008
- HOMO-LUMO gap (eV) = 7.62
- LUMO (hartree) = 0.02101
- HOMO energy (hartree) = -0.259

Last column: Löwdin charge in e.
CARTESIAN COORDINATES (ANGSTROEM)
Zn (0.0289, -0.0938, -0.8071)  0.5274
N (7.1693, 0.3810, 4.1716)  0.0984
C (5.9075, 0.1007, 3.6820)  -0.3205
C (5.0095, 1.1355, 3.4042)  -0.0236
C (3.7415, 0.8543, 2.9333)  -0.0539
C (3.3629, -0.4631, 2.7427)  -0.3190
C (4.2226, -1.5042, 3.0473)  -0.0687
C (5.4882, -1.2259, 3.5182)  -0.0282
S (1.7402, -0.7989, 2.1319)  0.5893
O (0.8551, 0.0537, 2.9045)  -0.4709
O (1.4859, -2.2205, 2.2611)  -0.3254
N (1.5787, -0.3730, 0.5705)  -0.1365
C (2.5644, -0.6119, -0.3324)  -0.4592
N (3.8038, -0.9931, 0.0205)  0.1388
C (4.7007, -1.1243, -0.9411)  -0.1223
C (4.4169, -0.9029, -2.2786)  -0.0615
C (3.1086, -0.5443, -2.5550)  -0.1218
N (2.1906, -0.4017, -1.6154)  0.0831
H (7.5178, 1.3128, 4.0324)  0.0890
H (7.8591, -0.3456, 4.0991)  0.0882
H (5.3154, 2.1630, 3.5602)  0.1109
H (3.0341, 1.6450, 2.7106)  0.0891
H (3.8871, -2.5210, 2.8960)  0.1124
H (6.1708, -2.0321, 3.7598)  0.1087
H (5.6931, -1.4181, -0.6103)  0.1113
H (5.1597, -1.0160, -3.0530)  0.0943
H (2.7805, -0.3653, -3.5743)  0.1122
C (-0.8784, 4.4279, 1.0583)  -0.4408
Te (-0.1506, 2.5630, 1.9159)  1.3326
C (-1.1792, 3.3015, 3.6868)  -0.4191
C (-1.5840, 4.7259, 3.4366)  -0.2915
C (-2.1306, 5.5047, 4.4541)  -0.0500
C (-2.5204, 6.8117, 4.2165)  -0.0959
C (-2.3650, 7.3590, 2.9499)  -0.0942
C (-1.8220, 6.5910, 1.9341)  -0.0478
C (-1.4303, 5.2748, 2.1669)  -0.2925
H (-1.6668, 4.2216, 0.3327)  0.0480
H (-0.0807, 4.9471, 0.5279)  0.0522
H (-0.5284, 3.2269, 4.5570)  0.0536
H (-2.0580, 2.6850, 3.8790)  0.0508
H (-2.2479, 5.0809, 5.4451)  0.1116
H (-2.9437, 7.4061, 5.0160)  0.0979
H (-2.6650, 8.3810, 2.7567)  0.0982
H (-1.6999, 7.0109, 0.9423)  0.1126
C (-1.8295, -1.8129, 2.9997)  -0.0336
C (-1.6856, -1.1963, 1.7017)  -0.2341
N (-1.6085, -0.7398, 0.6508)  0.1802
H (-2.7120, -2.4497, 3.0335)  0.0906
H (-1.8957, -1.0310, 3.7547)  0.0946
H (-0.9272, -2.3919, 3.1918)  0.0799
C (-1.0679, 0.1844, -4.5887)  -0.1784
Si (-1.8813, 1.1329, -3.1468)  0.4140
C (-2.5813, 2.7368, -3.8853)  -0.1972
C (-3.3459, 0.1379, -2.4601)  -0.1957
C (-0.6369, 1.5029, -1.8139)  -0.3549
H (-1.7478, -0.5441, -5.0356)  0.0086
H (-0.1684, -0.3399, -4.2551)  0.0051
H (-0.7695, 0.8749, -5.3789)  0.0259
H (-3.2839, 2.5377, -4.6984)  0.0212
H (-1.7795, 3.3620, -4.2829)  0.0226
H (-3.1055, 3.3167, -3.1232)  0.0215
H (-3.9891, -0.2458, -3.2555)  0.0202
H (-3.9581, 0.7767, -1.8204)  0.0284
H (-3.0067, -0.7007, -1.8472)  -0.0083
H (-1.1071, 2.1924, -1.1073)  -0.0552
H (0.2075, 2.0468, -2.2523)  -0.0089
C (-2.6621, -3.2327, -4.2639)  -0.0684
C (-1.3172, -3.8017, -3.8103)  -0.2006
N (-1.2288, -4.1022, -2.3896)  -0.0899
C (-1.8887, -5.3161, -1.9257)  -0.2061
C (-3.2704, -5.0552, -1.3213)  -0.0625
C (-0.6915, -3.2097, -1.5087)  -0.3974
C (-0.3288, -3.7212, -0.1449)  -0.0035
N (-0.4360, -1.9814, -1.7970)  0.1186
H (-2.5739, -2.8465, -5.2798)  0.0738
H (-2.9780, -2.4195, -3.6101)  0.0547
H (-3.4351, -4.0011, -4.2660)  0.0684
H (-0.5173, -3.1038, -4.0612)  0.1105
H (-1.1132, -4.7292, -4.3501)  0.1183
H (-1.2622, -5.8173, -1.1873)  0.1065
H (-1.9907, -5.9888, -2.7779)  0.1188
H (-3.2007, -4.3579, -0.4869)  0.0649
H (-3.7012, -5.9906, -0.9617)  0.0773
H (-3.9464, -4.6270, -2.0598)  0.0644
H (0.2804, -4.6217, -0.2250)  0.0957
H (-1.2171, -3.9564, 0.4417)  0.0796
H (0.2418, -2.9653, 0.3835)  0.0424
H (-0.7247, -1.7138, -2.7330)  0.0204

Cartesian forces (eV/Å) of the 6 atoms listed first:
Zn -0.4 -0.1 -0.3
N 0.0 0.0 0.1
C -0.2 0.0 0.0
C 0.0 0.0 0.0
C -0.1 0.0 0.0
C -0.3 0.0 -0.2

One value per record, in order, for energy above the lowest of the compared OMol25 structures with the same formula, charge and spin: 257.1 7.4 kJ/mol.